# 1
This record from OMol25 describes a structure of composition C39H30Cl3F6N3O2PPtS2 at a distorted geometry. The level of theory is ωB97M-V with the def2-TZVPD basis set.

Positions of all 87 atoms, in Å:
Pt: 1.162 -0.451 0.393
Cl: 2.617 4.551 -0.963
Cl: -4.981 0.538 -5.335
Cl: -3.974 5.551 -3.813
S: 4.118 5.102 -3.471
S: 3.668 1.216 -3.306
P: 0.993 -1.478 2.452
F: 0.627 -3.040 -1.897
F: -2.475 -2.749 -2.851
F: -3.150 -1.366 -1.331
F: -0.728 -4.713 -2.067
F: 0.356 -4.387 -0.226
F: -1.217 -1.097 -2.251
O: -0.318 4.600 -2.503
O: -0.964 -2.041 0.310
N: -0.385 1.042 0.371
N: 2.189 0.583 -1.025
N: -1.473 2.881 -0.062
C: -0.210 -2.707 3.031
C: 1.600 -0.331 6.383
C: -1.765 4.204 -0.562
C: 2.462 -2.372 1.861
C: 2.185 4.235 -4.886
C: -2.982 1.160 -3.624
C: 1.541 -0.660 3.997
C: 2.963 1.039 4.957
C: 0.427 3.549 -3.124
C: 1.109 -1.006 5.271
C: -0.908 -4.955 3.527
C: -1.721 0.786 0.545
C: 2.466 0.374 3.849
C: 4.399 -3.709 1.543
C: -2.481 3.430 -2.891
C: 0.071 -4.062 3.106
C: -2.057 -2.035 -1.778
C: -1.485 -2.254 3.371
C: -3.539 3.863 -3.696
C: 3.436 4.744 -5.000
C: -1.664 4.411 -2.080
C: -2.411 1.927 0.277
C: 1.745 4.120 -3.537
C: -1.429 -2.869 -0.627
C: 2.527 0.689 6.230
C: 4.473 -3.254 0.224
C: 3.568 -2.323 -0.273
C: 2.698 4.563 -2.675
C: -4.022 1.637 -4.400
C: 2.809 0.843 -1.980
C: -2.230 2.055 -2.881
C: 2.555 -1.863 0.562
C: -0.261 2.295 0.017
C: -2.510 -3.837 -0.091
C: -2.168 -4.499 3.879
C: -0.288 -3.745 -1.218
C: -4.310 2.989 -4.444
C: -2.456 -3.140 3.800
C: 3.390 -3.262 2.383
H: 5.267 -3.620 -0.416
H: -1.079 4.918 -0.102
H: -1.417 1.648 -2.289
H: 4.006 4.916 -5.899
H: 3.329 -3.599 3.413
H: 0.392 -1.808 5.400
H: -2.052 -4.459 0.677
H: -2.753 0.105 -3.591
H: -3.444 -2.777 4.055
H: -2.102 5.398 -2.221
H: -0.095 3.176 -4.007
H: -3.466 2.141 0.262
H: -3.288 -3.236 0.378
H: 1.587 3.919 -5.729
H: 2.786 0.645 2.847
H: -2.931 -5.197 4.200
H: 2.908 1.211 7.098
H: 0.670 2.795 -0.195
H: -1.716 -1.199 3.273
H: 3.685 1.835 4.830
H: 5.140 -4.412 1.908
H: 1.258 -0.610 7.372
H: -2.945 -4.470 -0.866
H: -5.122 3.361 -5.052
H: -2.782 4.449 -0.254
H: 0.594 2.705 -2.451
H: -0.684 -6.014 3.569
H: 3.664 -1.951 -1.285
H: -2.047 -0.212 0.796
H: 1.044 -4.430 2.808

Results
LUMO level = 2.09 eV
Net charge = -1
Energy relative to the best compared isomer or geometry (same formula, charge and spin) = 0.000 eV

---

# 2
This record from OMol25 describes a structure of composition C39H30Co2NO7PS at a distorted geometry. The level of theory is ωB97M-V with the def2-TZVPD basis set.

Positions of all 81 atoms, in Å:
Co: 1.939 -0.098 -1.094
Co: -0.299 0.843 -1.712
S: -2.173 3.261 0.996
P: 1.389 -1.919 -0.178
O: -1.497 4.329 1.694
O: 0.100 3.718 -1.163
O: 2.190 1.620 1.213
O: -2.266 -1.115 -0.975
O: -2.020 2.440 -3.378
O: -2.841 3.471 -0.259
O: 4.546 -0.886 -2.084
N: -0.633 2.202 0.390
C: 0.222 -1.890 1.237
C: 4.703 -2.789 2.082
C: -4.430 2.333 4.286
C: -0.001 -3.060 1.975
C: 2.439 3.933 -2.222
C: 0.972 -4.281 -3.502
C: 1.438 -3.371 -2.547
C: -0.865 -3.026 3.073
C: -0.216 -4.979 -3.275
C: -3.331 2.462 2.144
C: 1.862 3.500 -3.436
C: 2.601 5.286 -1.951
C: 4.225 -4.801 0.827
C: 2.266 6.237 -2.926
C: -0.375 -0.696 1.649
C: 1.800 5.819 -4.183
C: 0.890 -0.180 -2.616
C: 2.808 -2.848 0.567
C: -1.443 -1.824 3.493
C: -0.196 2.597 -0.815
C: -0.957 -4.740 -2.116
C: 1.659 4.463 -4.451
C: -0.505 -3.818 -1.161
C: 2.018 0.948 0.270
C: 0.714 -3.151 -1.359
C: -1.193 -0.648 2.782
C: -4.199 1.499 1.634
C: 3.600 -2.159 1.498
C: -6.314 0.675 4.689
C: 3.494 -0.541 -1.717
C: -1.414 1.757 -2.665
C: -5.271 1.315 3.813
C: -1.448 -0.338 -1.247
C: 5.020 -4.110 1.746
C: -5.133 0.906 2.480
C: 3.118 -4.177 0.239
C: 1.507 2.131 -3.699
C: 1.026 1.205 -2.825
C: -3.481 2.931 3.452
H: 2.793 3.174 -1.524
H: 2.369 7.301 -2.701
H: -1.622 0.303 3.098
H: 1.545 -4.425 -4.420
H: 4.464 -5.832 0.564
H: -1.896 -5.266 -1.938
H: -6.210 -0.415 4.716
H: -6.254 1.037 5.717
H: 1.545 6.555 -4.950
H: 0.867 -0.987 -3.326
H: -2.877 3.771 3.796
H: 0.499 -3.984 1.682
H: -1.074 -3.950 3.604
H: -1.093 -3.622 -0.264
H: 1.634 1.806 -4.742
H: 2.967 5.593 -0.967
H: -4.520 2.671 5.322
H: 5.885 -4.596 2.205
H: -0.567 -5.704 -4.008
H: 0.080 2.275 1.124
H: 5.313 -2.240 2.800
H: -5.767 0.115 2.079
H: 2.367 -2.814 -2.729
H: 2.504 -4.728 -0.474
H: -2.086 -1.787 4.372
H: 1.381 4.104 -5.441
H: -0.193 0.214 1.075
H: -7.324 0.884 4.319
H: -4.132 1.238 0.579
H: 3.353 -1.126 1.762

Results
LUMO level = 3.73 eV
Net charge = -2
Energy relative to the best compared isomer or geometry (same formula, charge and spin) = 3.818 eV

---

# 3
This record from OMol25 describes a structure of composition C39H30CrN2O8P2S3 at a distorted geometry. The level of theory is ωB97M-V with the def2-TZVPD basis set.

Positions of all 85 atoms, in Å:
Cr: 0.818 1.308 0.247
S: -0.615 1.698 2.280
S: 1.646 -1.144 0.378
S: 3.725 0.931 1.513
P: -1.828 0.784 0.970
P: -0.186 -1.263 -0.412
O: 2.098 1.353 -1.123
O: 2.500 1.780 1.551
O: 5.870 1.926 -2.535
O: -0.924 3.863 -2.289
O: -0.007 2.925 -0.512
O: 4.043 4.367 -6.097
O: 2.014 5.096 -6.012
O: 4.644 1.147 -0.944
N: 2.952 4.462 -5.545
N: 4.771 1.765 -2.004
C: -1.045 -4.411 2.015
C: 0.140 -2.423 -4.829
C: -2.990 -3.984 0.668
C: -2.758 -0.426 1.973
C: -0.068 -1.718 -2.168
C: 2.763 3.790 -4.317
C: -0.268 -1.143 -4.485
C: 1.850 -1.401 4.240
C: -3.082 1.917 0.298
C: -4.880 3.693 -0.817
C: -2.704 -2.019 3.768
C: 1.320 3.122 -2.494
C: 3.823 3.100 -3.756
C: -4.062 -2.244 3.605
C: 4.027 -1.639 2.528
C: -0.372 -3.393 1.368
C: -2.316 -2.978 0.002
C: 2.536 -2.601 4.142
C: 2.253 -0.317 3.483
C: -4.527 3.813 0.518
C: 0.357 -2.994 -2.512
C: -4.344 2.679 -1.594
C: -2.054 -1.116 2.953
C: -1.009 -2.680 0.363
C: 1.526 3.843 -3.644
C: 3.641 2.355 -2.603
C: -2.358 -4.697 1.676
C: -0.370 -0.786 -3.152
C: 3.340 -0.443 2.638
C: 4.838 1.777 2.722
C: -4.115 -0.656 1.801
C: 0.458 -3.346 -3.844
C: -3.628 2.925 1.080
C: -4.763 -1.563 2.623
C: -3.443 1.792 -1.038
C: 0.016 3.311 -1.735
C: 2.333 2.233 -2.002
C: -0.956 0.287 -0.448
C: 3.620 -2.722 3.289
H: 5.002 2.789 2.365
H: 4.804 3.141 -4.206
H: -0.685 0.212 -2.865
H: -4.571 -2.946 4.251
H: -0.999 -0.911 3.079
H: -4.612 2.593 -2.638
H: 0.991 -1.326 4.889
H: 4.835 -1.733 1.819
H: 0.206 -2.706 -5.870
H: 1.696 0.610 3.490
H: -5.826 -1.731 2.520
H: -2.155 -2.532 4.544
H: -0.538 -4.975 2.786
H: -3.319 3.008 2.114
H: 4.129 -3.671 3.198
H: -2.784 -2.410 -0.792
H: -4.013 -4.212 0.407
H: 0.732 4.463 -4.031
H: -2.894 -5.475 2.201
H: 0.611 -3.694 -1.724
H: -0.506 -0.420 -5.252
H: 0.647 -3.136 1.626
H: 5.771 1.222 2.723
H: -4.656 -0.110 1.039
H: 4.386 1.781 3.708
H: -4.940 4.613 1.118
H: 2.211 -3.452 4.721
H: -5.567 4.404 -1.257
H: -2.997 1.006 -1.633
H: 0.790 -4.339 -4.111

Results
2S+1 = 2
LUMO level (spin up / spin down) = 1.90 / 1.91 eV
Net charge = -1
⟨S²⟩ = 0.776

---

# 4
This record from OMol25 describes the ion C39H30F2OP with charge +1 at a distorted geometry. The level of theory is ωB97M-V with the def2-TZVPD basis set.

Positions of all 73 atoms, in Å:
P: 3.602 2.471 4.030
F: -0.910 -2.719 1.407
F: 4.242 0.122 -0.823
O: 0.569 0.771 5.462
C: 0.052 0.544 2.723
C: 1.301 1.471 2.841
C: 5.190 1.892 3.376
C: 2.744 1.961 -1.196
C: -2.283 0.122 3.227
C: 2.627 6.359 1.727
C: 2.837 3.863 7.815
C: 4.268 -0.070 8.641
C: -2.219 -1.123 2.590
C: 6.626 0.196 2.392
C: 0.133 -0.673 2.057
C: 2.017 6.096 2.956
C: 2.884 0.094 8.749
C: 2.678 0.233 6.324
C: 4.840 -0.150 7.369
C: 7.647 1.132 2.210
C: 3.515 5.432 1.180
C: 1.749 2.814 -0.695
C: 2.661 3.430 6.501
C: 6.245 2.819 3.225
C: 2.298 4.914 3.637
C: 5.422 0.557 2.999
C: -1.160 0.948 3.284
C: 2.329 1.094 3.833
C: 3.792 4.244 1.854
C: 3.231 0.948 -0.386
C: 7.466 2.442 2.663
C: 2.092 0.197 7.611
C: 4.049 -0.063 6.218
C: 1.281 2.635 0.600
C: -1.006 -1.493 2.020
C: 3.783 3.098 5.716
C: 1.832 1.650 1.421
C: 2.787 0.761 0.923
C: 3.200 3.981 3.103
C: 5.069 3.285 6.240
C: 5.233 3.720 7.554
C: 4.121 3.991 8.351
C: 1.766 0.695 5.224
H: 4.438 3.499 1.392
H: -3.079 -1.788 2.533
H: 8.269 3.173 2.569
H: 1.011 0.314 7.697
H: 2.880 0.206 3.484
H: 6.754 -0.837 2.065
H: 4.879 -0.167 9.536
H: 3.195 -0.053 1.513
H: 1.644 3.336 6.109
H: 5.944 3.055 5.640
H: -1.217 1.901 3.808
H: 6.107 3.849 3.554
H: 1.359 3.626 -1.312
H: 4.253 4.293 9.389
H: 1.961 4.083 8.424
H: -3.200 0.458 3.711
H: 3.987 5.618 0.213
H: 1.313 6.808 3.390
H: 0.486 3.279 0.996
H: 6.239 3.827 7.952
H: 8.582 0.839 1.729
H: 2.401 7.281 1.192
H: 0.908 2.441 3.166
H: 1.815 4.720 4.594
H: 2.408 0.144 9.729
H: 1.047 -0.996 1.572
H: 4.493 -0.229 5.237
H: 4.680 -0.226 3.165
H: 3.163 2.092 -2.190
H: 5.919 -0.283 7.268

Results
LUMO level = -3.06 eV
Net charge = +1

---

# 5
This record from OMol25 describes a structure of composition C39H30N4O4PSV. The level of theory is ωB97M-V with the def2-TZVPD basis set.

Positions of all 80 atoms, in Å:
V: 0.283 -0.300 -0.933
S: 0.783 -4.653 -1.945
P: -1.260 2.486 -1.060
O: 3.740 1.627 -1.555
O: 1.754 0.625 -1.860
O: 3.140 1.546 1.228
O: 1.231 0.529 0.628
N: -0.622 2.302 1.941
N: 1.277 -2.605 0.607
N: -0.711 -1.106 -2.582
N: -1.228 -1.058 0.333
C: -2.472 -0.579 0.129
C: 2.304 -2.559 -1.637
C: 2.393 1.090 0.399
C: 2.295 -3.773 -2.195
C: -2.342 2.962 0.342
C: 2.721 1.135 -1.135
C: -0.122 3.910 -1.195
C: 0.535 6.173 -0.694
C: -1.878 2.763 1.664
C: -2.363 2.739 -2.510
C: -3.969 3.662 2.510
C: -3.939 2.938 -4.820
C: 1.024 3.760 -1.973
C: -3.483 1.922 -2.689
C: -2.827 3.749 -4.660
C: -0.743 -2.490 -2.504
C: 0.225 -2.626 1.516
C: -2.722 3.118 2.729
C: -3.435 -2.020 1.742
C: -1.555 -3.195 -3.456
C: -2.046 3.651 -3.513
C: 2.522 -2.924 1.037
C: -2.186 -2.518 -4.450
C: -4.266 2.024 -3.826
C: 0.001 -3.104 -1.501
C: -2.199 -2.551 1.948
C: -3.603 3.530 0.155
C: -2.073 -1.107 -4.551
C: -3.592 -0.985 0.797
C: -1.341 -0.470 -3.590
C: -4.423 3.881 1.215
C: 1.925 4.809 -2.105
C: 1.049 -2.242 -0.845
C: 2.802 -3.374 2.289
C: -0.364 5.126 -0.559
C: 1.735 -3.526 3.202
C: 0.488 -3.154 2.805
C: 1.681 6.015 -1.465
C: -1.061 -2.073 1.241
H: 0.348 7.112 -0.187
H: -5.125 1.375 -3.943
H: 2.826 4.664 -2.685
H: 2.390 6.830 -1.554
H: 3.140 -1.876 -1.731
H: 3.824 -3.602 2.553
H: 1.904 -3.887 4.208
H: -1.247 5.246 0.057
H: -2.543 0.176 -0.638
H: -0.436 2.061 2.900
H: -4.291 -2.417 2.274
H: -0.107 1.704 1.300
H: -2.558 4.463 -5.428
H: 3.302 -2.827 0.301
H: -2.788 -3.063 -5.169
H: -1.640 -4.268 -3.367
H: -0.320 -3.178 3.520
H: -3.952 3.712 -0.853
H: -4.594 3.919 3.358
H: -4.550 -0.534 0.582
H: -1.178 4.289 -3.405
H: 3.111 -4.225 -2.745
H: 1.224 2.818 -2.466
H: -2.552 -0.544 -5.338
H: -1.230 0.608 -3.603
H: -3.754 1.194 -1.935
H: -2.372 2.950 3.742
H: -5.395 4.320 1.033
H: -4.545 3.012 -5.714
H: -2.090 -3.395 2.614

Results
2S+1 = 4
LUMO level (spin up / spin down) = 2.50 / 2.35 eV
Net charge = -1
⟨S²⟩ = 3.787
Energy relative to the best compared isomer or geometry (same formula, charge and spin) = 1.896 eV

---

# 6
This record from OMol25 describes a structure of composition C39H31BaBrN4P2SSe2. The level of theory is ωB97M-V with the def2-TZVPD basis set.

Positions of all 81 atoms, in Å:
Ba: 3.003 -1.285 0.408
Br: 10.467 -1.181 -0.092
Se: -2.966 3.117 -2.265
Se: 2.198 -3.746 -1.394
S: 4.043 -5.422 0.646
P: -2.909 2.097 -0.422
P: -0.782 -1.683 -0.137
N: 3.669 1.705 0.554
N: 0.780 1.772 0.236
N: -0.397 2.315 0.067
N: 0.697 0.452 0.185
C: 6.648 1.747 -1.647
C: -2.321 -1.227 2.215
C: 3.340 -4.200 -0.090
C: -5.473 -1.112 -0.051
C: 5.859 1.937 -0.529
C: -3.253 4.835 3.260
C: -2.773 5.337 2.059
C: -3.076 -1.643 3.302
C: 5.740 -1.143 0.375
C: -6.698 -0.472 -0.005
C: -3.399 -2.984 3.457
C: 7.995 -0.558 1.201
C: -2.936 -3.911 2.535
C: 6.396 -1.792 -0.682
C: -2.688 4.515 0.944
C: 7.781 -1.812 -0.843
C: -4.354 1.012 -0.237
C: 4.732 1.061 -2.908
C: -3.651 3.507 3.349
C: -1.821 -1.867 -1.644
C: -3.277 -2.120 -4.018
C: 8.564 -1.184 0.106
C: -5.594 1.655 -0.205
C: -0.603 0.110 -0.007
C: -6.756 0.917 -0.085
C: 3.931 1.250 -1.789
C: -3.086 3.188 1.030
C: -1.877 -2.145 1.263
C: -2.165 -3.497 1.458
C: -2.363 -1.089 -3.866
C: 6.095 1.300 -2.842
C: -2.732 -2.908 -1.811
C: 6.607 -0.550 1.309
C: -4.305 -0.367 -0.168
C: 4.494 1.666 -0.582
C: -3.569 2.685 2.236
C: -3.455 -3.031 -2.987
C: -1.634 -0.967 -2.692
C: -1.302 1.323 -0.097
H: 8.241 -2.311 -1.688
H: -2.081 -0.177 2.098
H: 6.306 2.246 0.408
H: 6.724 1.135 -3.707
H: -3.319 5.478 4.129
H: 7.714 1.926 -1.578
H: 2.857 1.089 -1.849
H: -2.222 -0.361 -4.654
H: -4.032 3.114 4.283
H: 4.283 0.723 -3.833
H: -3.891 1.652 2.303
H: -3.850 -2.211 -4.932
H: 2.695 1.933 0.333
H: -5.409 -2.192 0.003
H: -2.900 -3.621 -1.014
H: -4.167 -3.841 -3.094
H: -0.943 -0.140 -2.583
H: -3.995 -3.306 4.302
H: 8.623 -0.079 1.943
H: -1.759 -4.237 0.777
H: -3.359 -0.874 -0.214
H: -2.314 4.889 -0.001
H: 6.195 -0.022 2.171
H: -3.157 -4.963 2.663
H: 3.964 2.297 1.317
H: -5.641 2.735 -0.286
H: -7.713 1.423 -0.061
H: -3.418 -0.914 4.026
H: -7.611 -1.048 0.087
H: -2.460 6.371 1.990
H: 5.816 -2.316 -1.443

Results
2S+1 = 2
LUMO level (spin up / spin down) = 1.83 / 1.83 eV
Net charge = -1
⟨S²⟩ = 0.756
Energy relative to the best compared isomer or geometry (same formula, charge and spin) = 0.318 eV

---

What are the DFT total energy values for these records? In order: -137577.65743 -152125.09731 -139793.07645 -57695.50972 -100895.53337 -277750.24991 eV.